(1)
# C18H21N5O2OsS

C18H21N5O2OsS as an isolated structure in a non-equilibrium geometry (ωB97M-V/def2-TZVPD, the Open Molecules 2025 dataset).

## Properties
Charge: +4
Expectation value of S²: 6.037
HOMO energy (spin up / spin down), eV: -19.4440 / -21.4392
2S+1: 5
Max |F|, eV/Å: 10.37
E_tot, Ha: -1609.8591
Frontier orbital gap (spin up / spin down), eV: 6.76 / 5.26

Structure (XYZ):
```
48
Properties=species:S:1:pos:R:3:forces:R:3
N 0.111389 2.268862 -0.214485 0.235 -0.504 -0.928
C 0.159460 3.415881 -0.199271 0.065 -0.489 -0.382
C 0.227980 4.832896 -0.227061 0.013 1.693 0.223
H -0.782944 5.278007 -0.297711 0.366 -0.251 0.022
H 0.820372 5.187911 -1.090655 -0.173 -0.241 0.320
H 0.706513 5.220221 0.696403 -0.175 -0.174 -0.470
N 1.850098 -1.206281 -0.553323 -0.109 0.251 -0.788
C 2.801801 -1.825441 -0.710765 0.403 -0.256 -0.150
C 3.980912 -2.592672 -0.947021 1.108 -0.720 -0.170
H 4.611851 -2.121137 -1.724373 -0.323 -0.090 0.338
H 3.725836 -3.614973 -1.285239 -0.013 0.420 0.182
H 4.584252 -2.679171 -0.022581 -0.305 0.077 -0.327
N -2.029091 -1.017106 -0.219632 0.469 0.131 -0.707
C -3.059346 -1.525211 -0.202876 0.279 0.043 -0.209
C -4.332858 -2.160076 -0.225118 -1.282 -0.653 0.096
H -4.362938 -3.000076 0.494922 0.083 0.338 -0.292
H -4.554839 -2.562450 -1.231606 0.178 0.184 0.376
H -5.133579 -1.446808 0.044928 0.357 -0.206 -0.103
Os 0.066236 -0.047117 0.186987 -0.902 -1.015 0.891
C 0.017334 -1.652559 1.300146 0.627 -6.817 4.976
O 0.048326 -2.606013 2.053475 -0.371 6.845 -5.499
C 1.523131 0.652802 1.293345 7.484 2.762 6.621
O 2.399522 1.011872 2.055466 -6.283 -2.512 -5.757
C 0.468266 1.362634 -3.330037 1.438 -1.736 -0.203
C -0.899827 1.430659 -3.210003 0.357 -0.068 -0.193
C -1.673682 0.237086 -3.211013 0.380 -1.310 -0.179
C -1.053167 -0.984263 -3.329221 0.541 0.468 0.005
C 0.361805 -1.053933 -3.453569 -2.650 -1.260 0.010
C 1.109363 0.099325 -3.452716 -0.068 3.912 0.118
H 1.069137 2.239833 -3.359459 0.318 0.590 -0.059
H -1.408328 2.362625 -3.141481 -0.265 0.710 0.001
H -2.732081 0.321070 -3.143977 -0.726 -0.057 -0.004
H -1.608711 -1.891305 -3.356871 -0.415 -0.512 -0.057
H 0.812199 -2.010478 -3.570515 0.397 -0.644 -0.127
H 2.166750 0.078597 -3.568406 0.710 -0.089 -0.121
C -1.640432 -0.842781 4.066534 0.363 0.516 0.533
N -0.886081 0.443063 3.902710 0.309 0.434 -0.072
C -0.066627 1.017617 4.902167 -1.164 -0.800 -1.419
C 0.408483 2.165573 4.429014 -0.638 0.346 -1.722
N -0.093043 2.339947 3.123820 -0.110 -0.725 0.542
C -0.881185 1.263966 2.827541 1.150 0.850 2.754
S -1.704916 1.047653 1.385332 -2.298 0.456 0.090
H -2.200777 -1.067223 3.166670 -0.061 0.080 -0.136
H -0.929941 -1.643204 4.284698 -0.103 0.154 -0.052
H -2.328198 -0.734519 4.910680 0.086 0.036 -0.195
H 0.073499 0.547342 5.832047 0.134 -0.498 0.947
H 1.037326 2.870578 4.872133 0.811 0.990 0.594
H 0.084050 3.146178 2.509169 -0.231 -0.659 0.684
```
Positions in Å, forces in eV/Å.



(2)
# C4H7N3S

C4H7N3S as an isolated structure in a non-equilibrium geometry (ωB97M-V/def2-TZVPD, the Open Molecules 2025 dataset).

## Properties
HOMO energy, eV: -8.5905
Max |F|, eV/Å: 4.79
E_tot, Ha: -718.9254
Frontier orbital gap, eV: 8.19

Structure (XYZ):
```
15
Properties=species:S:1:pos:R:3:forces:R:3
C 0.712681 1.426699 -1.701095 0.639 0.894 -2.627
C -0.138151 -0.032849 0.023829 -0.481 -1.192 1.158
C 1.080405 -0.664119 0.641643 2.517 0.043 -0.943
C -0.628790 -1.575163 1.596388 0.742 -2.242 3.069
H 0.082918 2.338735 -2.209539 2.015 -2.138 1.265
H 1.678923 1.837855 -1.160525 -2.348 -0.772 -0.230
H 1.294806 0.864537 -2.650072 -2.097 0.940 2.418
H 1.713795 0.032556 1.239405 -0.238 -0.022 -0.912
H 1.733825 -1.180041 -0.175180 -0.980 1.123 1.325
H -1.103171 -2.321685 2.355662 -0.092 1.833 -1.789
H -2.596746 1.300002 0.156835 -0.958 -3.941 0.447
N -0.371030 0.655259 -0.986853 1.158 1.754 -0.963
N 0.655138 -1.645141 1.593081 -1.294 -0.483 -0.373
N -1.197385 -0.569924 0.864564 -1.099 0.136 -1.735
S -2.917216 -0.466721 0.411860 2.519 4.067 -0.109
```
Positions in Å, forces in eV/Å.



Among the records above, which one has the highest max |F|? C18H21N5O2OsS